This record from the Open Molecules 2025 dataset describes a 7-piece molecular cluster, C46H62BrNO24 overall. The level of theory is wB97M-V/def2-TZVPD.

Properties
HOMO energy ... -9.499 eV
Largest force on an atom ... 0.51 eV Å⁻¹
Structure (SMILES) ... CCCOC[C@@](CCOC(C)=O)(O[C@H](Br)OC(=O)c1ccccc1)c1cccnc1.C[C@@H]1COC(=O)O1.C[C@@H]1COC(=O)O1.C[C@@H]1COC(=O)O1.C[C@@H]1COC(=O)O1.C[C@@H]1COC(=O)O1.C[C@@H]1COC(=O)O1
Electronic energy ... -169381.88815 eV

Structure (XYZ):
```
134
Properties=species:S:1:pos:R:3:forces:R:3:mulliken_charge:R:1
C 0.502 4.711 -1.275 -0.0078 0.2197 0.1572 -0.8297
C 1.534 3.921 -0.470 0.0888 -0.0786 -0.0816 -0.2306
C 1.455 2.417 -0.706 0.0656 0.0890 -0.1610 -0.5784
O 0.114 1.959 -0.626 0.0049 -0.1670 -0.0976 0.1470
C -0.297 1.325 0.547 -0.1001 0.2041 -0.0253 -2.2400
C -0.571 -0.168 0.280 0.1750 0.0017 0.0067 2.6241
C -1.269 -0.886 1.457 0.2254 -0.1963 0.3808 -1.2793
C -1.408 -0.108 2.759 -0.3813 0.2328 -0.0670 -0.4187
O -2.073 -0.994 3.678 0.3107 -0.2904 -0.0457 -0.3028
C -1.479 -1.149 4.899 0.2379 -0.0739 0.0181 0.8650
C -1.367 0.098 5.732 -0.1496 -0.0535 0.0687 -1.1425
O -1.108 -2.234 5.258 -0.2763 0.2026 -0.0981 -0.6000
O -1.304 -0.244 -0.967 -0.2091 -0.1057 0.0707 -0.2068
C -2.655 -0.463 -0.977 0.2647 0.3066 -0.2085 -0.2687
Br -3.175 -0.501 -2.855 -0.0976 -0.2030 -0.1270 -0.1557
O -3.398 0.464 -0.239 0.0090 0.0407 0.2848 -0.2866
C -3.271 1.818 -0.470 0.1309 -0.1023 -0.2953 0.5588
O -2.804 2.266 -1.477 -0.1087 0.0391 0.2289 -0.3135
C -3.751 2.599 0.698 -0.0424 -0.0046 -0.0794 0.3930
C -4.549 2.035 1.689 -0.0229 -0.1079 0.0016 -0.0131
C -4.963 2.808 2.759 -0.0277 -0.0594 0.0581 -0.8507
C -4.565 4.134 2.848 -0.0671 0.0069 0.1614 -0.4494
C -3.761 4.691 1.869 0.1506 0.1943 -0.0318 -0.6343
C -3.355 3.929 0.789 0.0108 -0.0654 -0.1304 -0.5705
C 0.764 -0.854 0.018 0.2336 -0.1375 -0.2408 0.1678
C 1.068 -1.496 -1.178 0.1735 -0.1274 0.1796 -0.8842
C 2.299 -2.130 -1.309 0.1017 0.1287 0.3159 -0.2186
C 3.199 -2.082 -0.248 -0.4607 0.0651 -0.2004 -0.5726
N 2.924 -1.464 0.901 0.0502 -0.0240 0.0801 -0.7380
C 1.740 -0.877 1.021 -0.1431 -0.0237 -0.2839 0.3566
H -0.421 4.148 -1.409 -0.0013 -0.0574 -0.0012 -0.0989
H 0.893 4.991 -2.253 -0.0517 -0.1054 -0.0809 0.3594
H 0.250 5.638 -0.757 0.0181 0.0114 -0.0411 0.3547
H 1.437 4.115 0.600 -0.1304 0.0643 0.0087 -0.0924
H 2.532 4.253 -0.768 0.0796 -0.0414 0.1872 0.4793
H 2.094 1.875 -0.003 0.0077 -0.0178 0.0359 0.2918
H 1.804 2.167 -1.711 -0.0358 0.0233 -0.0310 0.3659
H 0.461 1.425 1.331 -0.0563 -0.0430 0.0822 0.8853
H -1.200 1.823 0.904 -0.0415 -0.0022 0.0473 -0.0354
H -2.274 -1.227 1.233 -0.0624 0.0455 -0.2001 0.4139
H -0.688 -1.782 1.676 -0.1131 -0.0156 0.1048 0.0483
H -0.442 0.204 3.158 0.0052 0.0036 0.0180 0.4341
H -2.042 0.770 2.625 0.0996 0.0675 0.0380 0.0625
H -0.431 0.610 5.505 0.0131 0.0304 0.0198 0.4442
H -1.367 -0.189 6.780 0.1083 0.0439 -0.0068 0.2637
H -2.199 0.774 5.544 0.0306 0.0222 -0.0611 0.3624
H -2.951 -1.433 -0.591 -0.0673 -0.0140 0.0198 0.3349
H -4.847 0.998 1.616 -0.0051 -0.0058 -0.0029 0.5087
H -5.585 2.373 3.531 -0.0026 0.0120 -0.0012 0.4950
H -4.875 4.734 3.693 -0.0142 -0.0076 0.0088 0.4204
H -3.433 5.718 1.960 -0.0030 -0.0097 -0.0301 0.4249
H -2.719 4.334 0.013 0.0038 0.0607 0.0079 0.3864
H 0.351 -1.530 -1.987 -0.0335 0.0871 0.0160 0.5769
H 2.571 -2.662 -2.206 -0.0512 0.0303 -0.0337 0.3101
H 4.160 -2.575 -0.328 0.0355 0.0537 0.0312 0.4507
H 1.548 -0.392 1.976 0.0459 -0.0362 0.0019 0.3207
C -1.485 2.513 -4.705 0.1080 0.0348 -0.1153 -1.3482
C -2.387 3.708 -4.847 0.0009 -0.0484 0.0344 0.7970
C -3.846 3.391 -5.102 -0.0226 -0.0007 0.0084 -0.2673
O -4.279 4.518 -5.874 -0.0604 -0.0656 -0.0097 -0.3725
C -3.198 5.036 -6.505 0.0594 -0.0849 0.0953 0.5739
O -3.244 5.858 -7.359 -0.0157 0.0789 -0.0711 -0.5365
O -2.064 4.479 -6.024 0.0369 0.0583 0.0234 -0.4147
H -1.870 1.872 -3.915 0.0658 -0.0128 0.0786 0.1658
H -1.442 1.951 -5.639 -0.0849 -0.0050 -0.0028 0.4212
H -0.472 2.816 -4.444 -0.0097 0.0108 0.0330 0.3052
H -2.288 4.373 -3.985 -0.0095 -0.0050 0.0174 0.1226
H -4.443 3.311 -4.198 -0.0115 0.0724 0.0008 0.1631
H -3.965 2.487 -5.705 0.0202 -0.0250 0.0159 0.3174
C 4.524 6.629 3.374 -0.0682 -0.0037 -0.1445 -1.4207
C 3.240 6.358 4.112 0.0575 -0.0074 0.0178 0.4914
C 3.185 5.049 4.876 -0.0136 -0.0196 -0.0060 -0.4755
O 1.792 4.717 4.821 0.0776 -0.0558 0.0214 -0.3059
C 1.263 5.308 3.723 0.1101 0.0106 -0.0137 0.6308
O 0.184 5.078 3.286 -0.1272 -0.0505 -0.0515 -0.5315
O 2.144 6.183 3.191 -0.0239 0.0879 -0.0009 -0.3088
H 5.367 6.594 4.065 0.0047 0.0102 0.0186 0.3771
H 4.675 5.884 2.592 0.0243 -0.0496 0.0475 0.3314
H 4.505 7.612 2.905 -0.0071 0.0041 0.0166 0.3526
H 2.981 7.194 4.767 -0.0017 -0.0049 0.0175 0.2593
H 3.503 5.128 5.912 -0.0830 0.0063 0.0272 0.3053
H 3.753 4.262 4.374 0.0323 0.0142 -0.0052 0.2995
C 1.033 -6.003 -4.875 0.0086 0.0697 -0.0961 -1.4540
C 1.863 -4.796 -5.226 -0.1421 -0.2175 -0.0088 0.4795
C 3.041 -5.054 -6.146 -0.0048 0.0198 0.0882 -0.5334
O 3.987 -4.061 -5.715 0.0995 -0.0727 -0.2097 -0.3042
C 3.714 -3.750 -4.431 -0.1547 -0.0709 -0.0152 0.6205
O 4.426 -3.092 -3.737 0.0725 0.0508 0.0239 -0.4947
O 2.538 -4.281 -4.054 0.0690 0.1436 -0.0057 -0.2438
H 0.665 -6.477 -5.786 0.0238 0.0299 -0.0874 0.4546
H 1.627 -6.721 -4.311 -0.0313 0.0303 -0.0601 0.3497
H 0.180 -5.726 -4.259 0.1341 -0.0204 -0.1317 0.2474
H 1.238 -3.988 -5.616 0.0299 0.0296 -0.0253 0.2556
H 2.820 -4.918 -7.201 0.0394 0.1035 0.0051 0.3045
H 3.476 -6.042 -5.981 -0.0274 -0.0199 0.0021 0.3196
C 7.512 -3.515 -5.592 0.1603 -0.0731 -0.0074 -1.1532
C 7.610 -2.042 -5.305 -0.0642 -0.0234 0.0069 0.5669
C 6.615 -1.171 -6.043 -0.0245 0.0267 -0.0055 -0.2851
O 7.331 0.063 -6.183 -0.0673 -0.0133 -0.0570 -0.3737
C 8.656 -0.213 -6.154 -0.0571 -0.0874 0.0356 0.5801
O 9.515 0.561 -6.424 0.0647 0.0674 -0.0151 -0.5297
O 8.859 -1.494 -5.774 0.0322 -0.0156 0.0617 -0.3810
H 6.497 -3.848 -5.383 0.0006 -0.0285 0.0000 0.1295
H 7.755 -3.723 -6.634 -0.0700 0.0584 -0.0263 0.3865
H 8.200 -4.081 -4.965 -0.0002 0.0156 0.0067 0.3379
H 7.552 -1.853 -4.230 -0.0161 0.0031 0.0060 0.2138
H 5.691 -1.005 -5.496 0.0342 0.0608 0.0360 0.1969
H 6.393 -1.563 -7.039 -0.0079 -0.0319 0.0042 0.3100
C -2.834 -6.257 1.090 -0.0324 -0.0997 -0.1221 -1.4857
C -1.400 -6.029 0.689 -0.0669 0.0373 0.0110 0.5608
C -1.055 -4.615 0.269 0.0524 0.0716 -0.0088 -0.1541
O -0.002 -4.822 -0.679 -0.0074 0.0492 -0.0616 -0.1620
C -0.157 -6.055 -1.215 -0.1772 0.0653 0.2905 0.4697
O 0.426 -6.456 -2.169 0.0202 -0.1187 0.2590 -0.5199
O -1.077 -6.756 -0.515 0.0609 -0.0841 0.0002 -0.3819
H -3.105 -5.574 1.896 0.0125 0.0021 0.0190 0.3697
H -3.496 -6.087 0.241 0.0027 0.0725 0.0094 0.3666
H -2.984 -7.278 1.438 0.0153 0.0062 0.0102 0.3693
H -0.717 -6.371 1.470 0.0237 0.0096 -0.0086 0.2822
H -0.702 -3.989 1.084 0.1087 -0.0264 -0.0377 0.1348
H -1.887 -4.123 -0.244 -0.0535 -0.0240 0.0454 0.1254
C -3.776 -2.775 7.059 0.0036 0.1438 -0.1552 -1.2937
C -4.380 -1.764 7.995 -0.0295 -0.0793 -0.0001 0.4979
C -5.834 -1.976 8.367 -0.0282 0.0342 -0.0373 -0.4980
O -6.301 -0.635 8.567 -0.0579 -0.0578 -0.0050 -0.3397
C -5.525 0.196 7.834 0.0559 -0.1204 0.0021 0.5456
O -5.755 1.342 7.631 -0.0262 0.1009 -0.0191 -0.5336
O -4.446 -0.470 7.360 0.0989 0.0406 0.0226 -0.2059
H -3.868 -3.784 7.462 0.0167 0.0110 0.0581 0.4195
H -4.273 -2.736 6.088 -0.0934 -0.0431 0.0449 0.3248
H -2.725 -2.556 6.890 0.0301 -0.1309 0.0709 0.2164
H -3.771 -1.652 8.896 -0.0119 -0.0003 0.0159 0.2440
H -5.980 -2.555 9.274 -0.0133 0.0782 0.0494 0.3116
H -6.401 -2.423 7.546 0.0190 -0.0325 -0.0071 0.3093
```
Positions in Å, forces in eV/Å.